Here is a structure of composition C14H9CaClI3NO5S from the Open Molecules 2025 dataset. Energies are from ωB97M-V with the def2-TZVPD basis set.

Positions of all 35 atoms, in Å:
Ca  -1.161024  0.438648  -0.876780
C  -3.891807  1.053580  0.018666
C  -3.384314  0.015483  0.824587
C  -2.283105  0.523250  1.544214
C  -2.103867  1.875010  1.173060
C  -3.103305  2.199059  0.229368
H  -4.744705  0.985072  -0.642773
H  -3.771886  -0.991838  0.890542
H  -1.708321  -0.014672  2.286167
H  -1.397820  2.571092  1.606646
H  -3.256567  3.175288  -0.209279
O  -0.248099  1.850951  -3.983300
S  -0.713809  0.455047  -3.497858
O  -0.806322  -0.426464  -4.629622
O  -2.011358  0.699689  -2.816177
O  0.288815  0.043890  -2.482992
Cl  4.476715  -3.253658  1.608070
C  2.900691  -2.734276  1.028776
C  1.998007  -3.675171  0.622718
C  0.735900  -3.295959  0.162932
I  -0.608881  -4.770899  -0.442355
C  0.299701  -1.960445  0.080011
O  -0.845632  -1.617966  -0.323487
C  1.297845  -0.970313  0.524620
N  0.934599  0.339487  0.461111
C  1.784010  1.270797  0.814002
C  3.079075  0.977218  1.276762
C  3.470991  -0.326563  1.361988
C  2.580495  -1.356499  0.984128
H  2.265759  -4.722923  0.655632
H  1.444417  2.298594  0.732881
H  3.743825  1.785562  1.551233
H  4.462451  -0.590032  1.706018
I  -0.074876  3.087118  -2.213804
I  0.352404  5.062843  -0.025706

Atoms 1-6, force components in eV/Å:
-1.4 0.8 3.0
0.0 -0.1 -0.1
0.0 0.1 0.1
-0.2 0.2 0.3
-0.2 0.0 0.3
0.1 0.1 0.1

Results
Net charge: -2
HOMO level (eV): -1.921
Kohn-Sham gap (eV): 5.8
Spin multiplicity: 1
LUMO (eV): 3.9
Relative energy (zero: lowest compared OMol25 entry of this formula, charge and spin) (eV): 0.860